No. 1
# C3H6N2O2

An isolated molecule of C3H6N2O2 at a distorted geometry (ωB97M-V with the def2-TZVPD basis set, OMol25).

Element x y z (Å)
C1 -0.226 1.835 0.063
O1 0.504 0.885 0.836
C2 0.654 -0.319 0.284
N1 0.725 -0.640 -0.940
N2 0.696 -1.367 1.291
C3 -0.445 -2.020 0.711
O2 -0.345 -2.658 -0.300
H1 -0.553 2.584 0.784
H2 -1.092 1.354 -0.409
H3 0.387 2.305 -0.712
H4 1.243 -0.024 -1.527
H5 1.504 -1.947 1.033
H6 -1.396 -1.771 1.198

Forces on the atoms, in the same order (eV/Å):
C -0.06 0.28 -0.13
O -0.11 -0.04 0.32
C 1.22 0.69 -0.79
N 1.36 0.25 0.69
N -0.43 -0.04 -0.39
C -0.36 -1.43 -0.30
O -0.89 -1.32 1.29
H 0.02 0.00 -0.19
H 0.20 0.08 0.09
H 0.00 -0.08 0.13
H -0.54 1.30 -0.64
H -0.35 0.23 -0.07
H -0.06 0.09 -0.01

max |F|	2.0	eV Å⁻¹
HOMO	-0.3513	hartree
spin multiplicity	1
energy above the lowest of the compared OMol25 structures with the same formula, charge and spin	86.97	kcal per mole
M	102.09	g mol⁻¹

***

No. 2
# C3H6N2O2

A cluster of 2 separate species, C3H6N2O2 in total at a distorted geometry (ωB97M-V with the def2-TZVPD basis set, OMol25).

Element x y z (Å)
C1 -0.113 -1.372 -0.331
N1 -0.548 -0.094 0.192
C2 0.889 1.857 -0.629
N2 -1.804 -0.131 0.567
C3 1.729 1.096 0.164
O1 0.340 2.705 -1.207
O2 1.329 0.639 1.278
H1 -2.312 -1.002 0.702
H2 -2.141 0.689 1.049
H3 2.614 0.719 -0.370
H4 -0.329 -2.188 0.373
H5 -0.613 -1.597 -1.283
H6 0.959 -1.321 -0.504

Forces on the atoms, in the same order (eV/Å):
C -0.19 0.17 0.08
N -0.21 -0.37 -0.76
C -0.65 1.06 -0.48
N -0.93 -0.05 0.16
C 0.10 -0.80 0.96
O 0.47 -0.90 0.48
O 1.12 0.77 -0.62
H 0.19 0.13 0.06
H 0.03 -0.17 -0.03
H -0.01 0.19 0.12
H 0.05 0.03 -0.03
H 0.02 0.00 0.05
H 0.01 -0.08 0.01

max |F|	1.5	eV Å⁻¹
HOMO (alpha / beta)	-0.2660 / -0.2904	hartree
spin multiplicity	1
energy above the lowest of the compared OMol25 structures with the same formula, charge and spin	141.26	kcal per mole
M	102.09	g mol⁻¹

***

No. 3
# C3H6N2O2

A structure of composition C3H6N2O2 at a distorted geometry (ωB97M-V with the def2-TZVPD basis set, OMol25).

Element x y z (Å)
C1 -0.362 -1.778 0.613
C2 0.469 -0.767 0.801
C3 -0.100 1.039 -1.005
N1 -1.213 -1.118 -0.327
N2 -0.475 0.095 0.084
O1 1.702 -0.490 1.410
O2 0.977 1.813 -0.684
H1 -0.321 -2.874 0.791
H2 0.053 0.593 -1.987
H3 -1.070 1.658 -1.144
H4 -2.259 -0.877 -0.143
H5 1.833 0.482 1.429
H6 0.766 2.224 0.161

Forces on the atoms, in the same order (eV/Å):
C 0.27 -3.85 0.50
C 0.35 1.64 -0.17
C -3.12 -0.21 -0.58
N -1.26 2.16 0.13
N 1.27 1.33 -0.22
O -1.98 0.19 -1.00
O 0.73 0.31 0.74
H -0.26 1.15 0.05
H 0.46 -0.47 0.21
H 1.36 -0.61 0.18
H 2.30 -1.16 0.32
H -0.19 -0.84 -0.16
H 0.08 0.37 -0.01

max |F|	3.9	eV Å⁻¹
HOMO	-0.3030	hartree
spin multiplicity	1
energy above the lowest of the compared OMol25 structures with the same formula, charge and spin	121.11	kcal per mole
M	102.09	g mol⁻¹

***

> Which value of max |F| does entry 3 give?

3.9 eV Å⁻¹

***

> What is the formula in the first record?

C3H6N2O2